[1]
This record from OMol25 describes a structure of composition C25H25IN3O4STeW. The level of theory is the ωB97M-V functional and the def2-TZVPD basis.

Element x y z (Å)
W  -0.0769  0.2119  0.2570
C  2.6968  -1.6651  1.3075
C  2.0232  -0.3306  1.2143
C  2.0740  0.4006  -0.0201
C  1.6610  1.7942  -0.0106
C  0.9206  2.2762  1.0459
C  0.4362  1.3635  2.0434
C  1.1403  0.1099  2.1954
H  2.5066  -2.2544  0.4085
H  2.3489  -2.2311  2.1664
H  3.7762  -1.5188  1.3825
H  2.7045  0.0564  -0.8288
H  1.9448  2.4389  -0.8299
H  0.5483  3.2928  1.0181
H  -0.1741  1.7260  2.8589
H  0.9725  -0.4956  3.0736
C  -6.0677  0.0351  4.2340
C  -4.9063  -0.6484  3.5679
C  -3.5943  -0.3712  3.9609
C  -2.5185  -0.9933  3.3478
C  -2.7526  -1.9078  2.3255
C  -4.0461  -2.2157  1.9328
C  -5.1130  -1.5807  2.5540
S  -1.3801  -2.5858  1.4381
O  -1.7938  -3.8257  0.8505
O  -0.2233  -2.5240  2.2780
N  -1.1908  -1.4674  0.2300
C  -2.1080  -1.6820  -0.8914
C  -1.7279  -0.8590  -2.0952
O  -2.3044  -0.8525  -3.1382
O  -0.6013  -0.1124  -1.8722
H  -5.8237  0.3224  5.2554
H  -6.9414  -0.6142  4.2568
H  -6.3477  0.9428  3.6947
H  -3.4142  0.3198  4.7758
H  -1.5027  -0.7970  3.6675
H  -4.2108  -2.9634  1.1678
H  -6.1252  -1.8290  2.2589
H  -3.1406  -1.4120  -0.6387
H  -2.1182  -2.7247  -1.2135
I  -4.6473  4.1676  -1.5790
C  -3.5456  2.7693  -0.5504
C  -3.9378  2.0267  0.5447
N  -2.9061  1.2409  0.8803
N  -1.8578  1.4290  0.0594
C  -2.2367  2.3607  -0.8144
H  -4.8647  2.0048  1.0924
H  -2.8426  0.5780  1.6462
H  -1.5652  2.6988  -1.5861
Te  0.2682  0.8234  -3.5000
C  0.7381  -0.9320  -4.5048
C  1.9547  -1.5673  -4.2575
C  2.2632  -2.7349  -4.9371
C  1.3637  -3.2577  -5.8564
C  0.1550  -2.6212  -6.1050
C  -0.1659  -1.4537  -5.4304
H  2.6548  -1.1494  -3.5460
H  3.2055  -3.2331  -4.7532
H  1.6073  -4.1691  -6.3865
H  -0.5393  -3.0344  -6.8242
H  -1.1102  -0.9583  -5.6074

Force components x, y, z for each atom (eV/Å):
W 0.1 0.1 0.0
C 0.0 0.0 0.0
C 0.0 0.0 0.0
C 0.1 0.0 0.0
C -0.1 0.0 0.0
C 0.0 -0.1 -0.1
C 0.0 0.1 0.1
C 0.0 -0.1 -0.1
H 0.0 0.0 0.0
H 0.0 0.0 0.0
H 0.0 0.0 0.0
H 0.0 0.0 0.0
H 0.0 0.0 0.0
H 0.0 0.0 0.0
H 0.0 0.0 0.0
H 0.0 0.0 0.0
C 0.0 0.0 0.0
C 0.0 0.0 0.0
C 0.0 0.0 0.0
C 0.0 0.0 0.0
C 0.1 0.0 0.0
C 0.0 0.0 0.0
C 0.0 0.0 0.0
S -0.1 -0.1 0.0
O 0.0 0.0 0.0
O 0.0 0.0 0.1
N 0.1 0.1 -0.1
C 0.0 0.0 0.0
C 0.0 0.0 0.0
O 0.0 0.0 0.0
O -0.1 -0.1 -0.1
H 0.0 0.0 0.0
H 0.0 0.0 0.0
H 0.0 0.0 0.0
H 0.0 0.0 0.0
H 0.0 0.0 0.0
H 0.0 0.0 0.0
H 0.0 0.0 0.0
H 0.0 0.0 0.0
H 0.0 0.0 0.0
I 0.0 0.0 0.0
C 0.0 0.0 0.0
C 0.0 0.0 0.0
N 0.0 0.1 0.0
N 0.0 0.0 0.0
C 0.0 0.0 0.0
H 0.0 0.0 0.0
H 0.0 0.0 0.0
H 0.0 0.0 0.0
Te 0.0 0.0 0.0
C -0.1 0.1 0.0
C 0.0 0.0 0.0
C 0.0 0.0 0.0
C 0.0 0.0 0.0
C 0.0 0.0 0.0
C 0.1 0.0 0.0
H 0.0 0.0 0.0
H 0.0 0.0 0.0
H 0.0 0.0 0.0
H 0.0 0.0 0.0
H 0.0 0.0 0.0

highest occupied orbital energy (spin up / spin down): -10.21 / -10.21 eV
lowest unoccupied orbital energy (spin up / spin down): -0.13248 / -0.13124 Ha
F_max: 0.186 eV Å⁻¹
energy relative to the best compared isomer or geometry (same formula, charge and spin): 0.00 kcal/mol
charge: +1
molecular weight: 901.9 g mol⁻¹

[2]
This record from OMol25 describes a structure of composition C20H26N5O3S2V. The level of theory is the ωB97M-V functional and the def2-TZVPD basis.

Element x y z (Å)
V  1.4229  -0.0084  -0.7455
S  1.9231  -0.9958  1.3126
C  0.5232  -2.0209  1.5940
C  0.2823  -2.5546  2.8607
C  -0.8277  -3.3429  3.0959
C  -1.7215  -3.6105  2.0627
C  -1.4849  -3.1007  0.7992
C  -0.3604  -2.3147  0.5510
S  -0.0675  -1.6997  -1.0793
H  0.9760  -2.3223  3.6596
H  -1.0043  -3.7474  4.0845
H  -2.5957  -4.2231  2.2426
H  -2.1680  -3.3105  -0.0148
N  4.0188  1.4205  -1.1902
N  3.5586  0.0775  -0.9896
H  5.0210  1.4268  -1.3465
H  3.8333  1.9481  -0.3455
H  4.0513  -0.4170  -0.2506
H  3.6751  -0.4303  -1.8744
C  -0.7307  0.8235  -5.9040
N  0.2774  0.4590  -4.9372
C  1.3344  -0.5017  -5.1602
C  2.0254  -0.5004  -3.8045
O  3.0398  -1.1210  -3.5494
N  1.3278  0.3094  -2.9442
C  0.3183  0.8547  -3.6527
N  -0.5437  1.7107  -3.1379
H  -0.3411  0.6363  -6.9022
H  -0.9588  1.8875  -5.8341
H  -1.6510  0.2486  -5.7747
H  2.0166  -0.1932  -5.9533
H  0.9533  -1.5018  -5.3803
H  -0.4310  2.0113  -2.1703
H  -1.3284  2.0456  -3.6646
C  -1.6354  -0.3388  5.2482
C  -1.3657  0.2687  3.8991
C  -0.2815  1.1144  3.7047
C  -0.0141  1.6798  2.4657
C  1.1931  2.5628  2.2940
C  -0.8702  1.3953  1.4015
C  -1.9836  0.5689  1.5737
C  -2.9306  0.2754  0.4415
C  -2.2026  0.0061  2.8237
C  -0.6155  1.9937  0.0530
O  -1.4087  2.7322  -0.4993
O  0.5148  1.6708  -0.5622
H  -0.7047  -0.5943  5.7555
H  -2.2346  -1.2437  5.1534
H  -2.1793  0.3596  5.8883
H  0.3800  1.3319  4.5370
H  1.4940  2.9875  3.2512
H  1.0053  3.3805  1.5978
H  2.0301  1.9737  1.9095
H  -2.3924  -0.0997  -0.4321
H  -3.4631  1.1778  0.1405
H  -3.6551  -0.4801  0.7428
H  -3.0442  -0.6650  2.9557

Force components x, y, z for each atom (eV/Å):
V -0.2 0.0 0.1
S 0.0 0.0 -0.1
C 0.0 0.0 0.0
C 0.1 0.1 0.0
C -0.1 0.0 0.0
C 0.0 0.0 0.0
C 0.0 0.0 0.0
C 0.0 0.0 0.0
S 0.0 0.1 0.0
H 0.0 0.0 0.0
H 0.0 0.0 0.0
H 0.0 0.0 0.0
H 0.0 0.0 0.0
N 0.0 0.1 0.0
N -0.1 0.0 -0.1
H 0.0 0.0 0.0
H -0.1 0.0 0.0
H 0.1 0.0 0.0
H 0.0 0.0 0.0
C 0.0 0.0 0.0
N 0.0 0.0 0.0
C -0.1 0.0 0.0
C 0.1 0.1 0.0
O 0.0 0.0 0.0
N 0.1 -0.1 0.0
C -0.1 0.1 0.0
N 0.1 -0.1 -0.1
H 0.0 0.0 0.0
H 0.0 0.0 0.0
H 0.0 0.0 0.0
H 0.0 0.0 0.0
H 0.0 0.0 0.0
H 0.0 0.1 0.0
H 0.0 0.0 0.0
C 0.0 0.0 0.0
C 0.0 0.0 0.0
C 0.0 0.0 0.0
C 0.1 0.0 0.0
C 0.0 0.0 0.0
C 0.0 0.0 0.0
C 0.0 0.0 0.0
C 0.0 0.0 0.0
C 0.0 0.0 0.0
C 0.1 0.0 0.0
O 0.0 0.0 0.0
O 0.1 0.0 0.0
H 0.0 0.0 0.0
H 0.0 0.0 0.0
H 0.0 0.0 0.0
H 0.0 0.0 0.0
H 0.0 0.0 0.0
H 0.0 0.0 0.0
H 0.0 0.0 0.0
H 0.0 0.0 0.0
H 0.0 0.0 0.0
H 0.0 0.0 0.0
H 0.0 0.0 0.0

highest occupied orbital energy (spin up / spin down): -7.33 / -7.37 eV
lowest unoccupied orbital energy (spin up / spin down): 0.00575 / 0.00885 Ha
F_max: 0.205 eV Å⁻¹
multiplicity: 3
energy relative to the best compared isomer or geometry (same formula, charge and spin): 4.31 kcal/mol
charge: 0
molecular weight: 499.5 g mol⁻¹

[3]
This record from OMol25 describes an isolated molecule of C4H7N3. The level of theory is the ωB97M-V functional and the def2-TZVPD basis.

Element x y z (Å)
C  -2.4021  0.6656  -0.2126
N  -1.0567  0.2836  0.1656
C  0.0041  -0.0306  -0.6161
C  1.0256  -0.2670  0.2729
C  2.4462  -0.6776  0.0446
N  0.5326  -0.0818  1.5281
N  -0.7192  0.2502  1.4552
H  -3.1186  0.0723  0.3585
H  -2.5421  0.4770  -1.2782
H  -2.5673  1.7259  -0.0065
H  -0.0580  -0.0616  -1.6947
H  3.0888  -0.2237  0.8039
H  2.5622  -1.7639  0.1211
H  2.8045  -0.3684  -0.9417

Force components x, y, z for each atom (eV/Å):
C -0.1 0.0 0.0
N 0.1 0.0 0.1
C 0.0 0.0 0.1
C 0.0 0.0 -0.1
C 0.0 0.0 0.0
N 0.0 0.0 -0.1
N 0.0 0.0 -0.2
H 0.1 0.1 -0.1
H 0.0 0.0 0.1
H 0.0 -0.1 0.0
H 0.0 0.0 0.2
H -0.1 0.0 -0.1
H 0.0 0.1 0.0
H -0.1 0.0 0.1

highest occupied orbital energy: -9.31 eV
lowest unoccupied orbital energy: 0.03174 Ha
F_max: 0.193 eV Å⁻¹
SMILES string: Cc1cn(C)nn1
energy relative to the best compared isomer or geometry (same formula, charge and spin): 17.15 kcal/mol
charge: 0
molecular weight: 97.1 g mol⁻¹

[4]
This record from OMol25 describes a structure of composition C6H10O. The level of theory is the ωB97M-V functional and the def2-TZVPD basis.

Element x y z (Å)
C  2.0780  0.2736  0.6184
O  1.3767  -0.7099  1.1485
C  0.2031  -1.1734  -0.1236
C  -1.1115  -1.1650  0.3008
C  -1.7219  0.1968  0.4179
C  -0.8401  1.0151  -0.5360
C  0.1771  -0.0099  -1.0005
H  3.0781  0.0274  0.2220
H  2.0963  1.2137  1.1981
H  1.5050  0.5870  -0.4177
H  0.6627  -2.1004  -0.4529
H  -1.6618  -2.0645  0.5657
H  -2.7634  0.1931  0.0788
H  -1.7235  0.5540  1.4578
H  -1.4266  1.4101  -1.3718
H  -0.3486  1.8668  -0.0496
H  0.4203  -0.1145  -2.0559

Force components x, y, z for each atom (eV/Å):
C 0.1 0.2 -0.1
O 0.1 -0.1 0.2
C -0.2 0.0 -0.2
C 0.0 -0.1 0.0
C 0.0 0.0 0.0
C 0.0 0.1 0.0
C -0.1 -0.1 0.0
H -0.1 -0.1 0.1
H 0.0 -0.1 -0.1
H 0.0 0.0 0.0
H 0.0 0.2 0.1
H 0.1 0.1 0.0
H 0.1 0.0 0.0
H 0.0 -0.1 -0.1
H 0.1 -0.1 0.1
H -0.1 -0.1 -0.1
H 0.0 0.1 0.1

highest occupied orbital energy (spin up / spin down): -8.32 / -8.32 eV
lowest unoccupied orbital energy (spin up / spin down): -0.00553 / -0.00552 Ha
F_max: 0.325 eV Å⁻¹
energy relative to the best compared isomer or geometry (same formula, charge and spin): 94.63 kcal/mol
charge: 0
molecular weight: 98.1 g mol⁻¹

[5]
This record from OMol25 describes a cluster of 4 separate species, C36H51F4N6O7 in total at a distorted geometry. The level of theory is the ωB97M-V functional and the def2-TZVPD basis.

Element x y z (Å)
C  1.3132  -4.8061  2.3356
C  0.9959  -4.2612  0.8129
N  -0.0037  -3.1216  0.8944
C  0.0126  -2.4384  -0.4796
N  0.9687  -1.3367  -0.8883
C  0.6611  -0.0244  -0.1963
F  1.6370  0.3140  0.8864
F  -0.6697  -0.1799  0.4494
C  0.5165  1.2468  -1.2564
F  1.5977  2.2379  -1.0440
F  -0.7955  1.9316  -0.9763
N  -0.9342  -2.8714  -1.3974
C  -1.0982  -2.3337  -2.8044
C  -2.1355  -1.0527  -2.7765
C  -3.7066  -1.4909  -2.4272
C  -4.6595  -0.1380  -2.4017
C  -5.4070  0.0927  -0.9241
C  -4.1924  0.2637  0.1658
C  -4.4684  1.4715  1.2834
C  -3.3999  1.1648  2.5175
C  -3.1912  2.4260  3.5436
C  -2.2344  2.0815  4.8297
C  -1.4041  0.6722  4.7249
C  -0.1119  0.7424  3.6652
O  1.1359  0.6311  4.4332
C  2.1582  1.5930  4.0014
H  2.0947  -5.7056  2.2681
H  0.3035  -5.1490  2.8636
H  1.7336  -3.9244  3.0073
H  1.9497  -3.8483  0.2615
H  0.4851  -5.0955  0.1302
H  -0.9632  -3.5366  1.0692
H  1.9705  -1.5998  -0.7530
H  0.4464  0.8214  -2.3466
H  -1.6040  -3.6342  -1.0808
H  -1.4916  -3.1615  -3.5441
H  -0.0691  -1.9436  -3.2670
H  -2.0868  -0.4073  -3.7598
H  -1.7843  -0.3469  -1.8949
H  -4.0620  -2.2370  -3.2865
H  -3.7797  -2.0526  -1.3882
H  -3.9334  0.7778  -2.5339
H  -5.4249  -0.1881  -3.2931
H  -6.1812  0.9705  -0.9353
H  -5.9448  -0.9346  -0.6909
H  -4.0327  -0.7522  0.7540
H  -3.2016  0.4814  -0.4199
H  -5.5719  1.4742  1.6817
H  -4.1541  2.4812  0.7614
H  -3.6723  0.1458  3.0761
H  -2.3620  0.9645  1.9950
H  -4.2580  2.8713  3.8411
H  -2.6350  3.2807  2.9264
H  -2.9361  1.9919  5.7888
H  -1.4829  2.9846  5.0145
H  -0.9330  0.4856  5.8060
H  -2.0555  -0.2742  4.4929
H  -0.2527  1.7447  3.0784
H  -0.1900  -0.2137  2.9744
H  2.3926  2.2797  4.9464
H  1.8607  2.2722  3.0971
H  3.2016  1.1011  3.7175
C  -3.2107  0.5043  -8.5615
C  -2.9359  -0.8508  -8.7516
C  -3.4975  -1.8050  -7.9010
C  -4.3405  -1.3893  -6.8611
C  -4.6120  -0.0289  -6.6632
C  -4.0422  0.9162  -7.5186
N  -4.9543  -2.3892  -5.9792
O  -4.6744  -3.5813  -6.1749
O  -5.7200  -1.9849  -5.0925
H  -2.7750  1.2441  -9.2308
H  -2.2856  -1.1640  -9.5657
H  -3.2735  -2.8571  -8.0625
H  -5.2604  0.3080  -5.8571
H  -4.2493  1.9744  -7.3751
C  4.6663  5.2486  4.2498
C  4.5063  6.6303  4.3663
C  4.4156  7.2203  5.6284
C  4.4915  6.4141  6.7726
C  4.6444  5.0259  6.6584
C  4.7310  4.4469  5.3907
N  4.4224  7.0313  8.1025
O  4.2679  8.2602  8.1616
O  4.5268  6.2891  9.0896
H  4.7421  4.7937  3.2636
H  4.4552  7.2482  3.4724
H  4.2911  8.2985  5.7023
H  4.6998  4.3878  7.5379
H  4.8529  3.3706  5.2917
C  6.3599  -2.1669  -3.4063
C  6.6348  -3.5220  -3.5964
C  6.0732  -4.4761  -2.7458
C  5.2302  -4.0604  -1.7059
C  4.9587  -2.7001  -1.5080
C  5.5284  -1.7550  -2.3634
N  4.6164  -5.0604  -0.8240
O  4.8962  -6.2525  -1.0197
O  3.8506  -4.6560  0.0627
H  6.7957  -1.4271  -4.0756
H  7.2850  -3.8351  -4.4105
H  6.2971  -5.5283  -2.9073
H  4.3102  -2.3632  -0.7019
H  5.3214  -0.6968  -2.2199

Force components x, y, z for each atom (eV/Å):
C 0.0 0.2 -0.2
C 0.5 -0.9 0.2
N -0.3 1.1 -3.5
C -2.4 -1.7 0.2
N -1.4 -0.5 2.0
C -0.9 0.6 2.6
F -2.9 -1.3 -3.5
F 3.8 0.3 -1.8
C -0.8 1.8 0.8
F -3.4 -3.3 -0.8
F 4.1 -1.9 -0.8
N 2.5 1.1 1.7
C -0.3 1.6 -1.9
C -0.5 0.0 1.1
C 0.2 0.1 -0.7
C 0.0 0.3 0.3
C 1.1 -1.5 -0.6
C -0.7 0.3 0.5
C 1.5 -1.0 0.0
C 0.2 0.1 -0.4
C 0.1 0.4 -0.9
C -0.7 -0.3 0.6
C 1.1 0.1 0.8
C -1.8 -0.9 0.7
O -0.1 1.7 -2.1
C 1.3 1.0 0.8
H -1.9 2.1 0.2
H 2.2 0.5 -1.3
H -0.7 -1.9 -1.6
H -1.8 -1.0 1.3
H 1.4 1.5 1.5
H 1.3 0.9 -0.4
H -1.1 0.2 0.1
H 0.5 1.3 2.1
H 1.3 1.4 -0.5
H 0.7 1.4 1.9
H -2.1 -1.1 1.5
H -0.1 -1.6 1.8
H -0.6 -1.3 -1.8
H 0.6 1.6 2.0
H 0.3 1.1 -2.1
H -1.5 -1.6 0.0
H 1.5 0.1 1.8
H 1.6 -1.7 0.0
H 0.7 2.3 -0.4
H -0.4 2.0 -1.2
H -1.8 -0.2 1.3
H 2.2 0.1 -1.0
H -0.9 -1.9 1.2
H 0.3 2.4 -1.2
H -1.9 0.3 1.0
H 2.4 -1.0 -0.4
H -1.3 -1.8 1.2
H 1.6 0.3 -2.0
H -1.6 -2.0 -0.3
H -0.9 0.4 -2.4
H 1.1 2.1 0.4
H 0.7 -1.9 0.9
H 0.2 2.1 1.1
H -0.5 -1.3 -2.1
H 0.2 -1.3 1.7
H -2.3 0.6 0.6
C 0.0 -0.1 0.1
C -0.2 0.1 0.3
C 0.0 0.0 0.0
C 0.4 0.7 -0.6
C 0.0 0.0 0.0
C 0.1 -0.4 0.0
N -0.5 -0.9 0.6
O -0.4 1.7 0.4
O 1.1 -0.6 -1.2
H -0.1 -0.2 0.1
H -0.2 0.0 0.2
H -0.2 0.2 0.2
H 0.1 -0.3 -0.2
H 0.0 -0.2 0.0
C 0.0 0.1 0.1
C 0.0 -0.2 0.3
C 0.0 -0.1 0.1
C 0.1 -0.4 -1.0
C 0.0 0.1 0.0
C -0.1 0.4 0.0
N -0.1 0.7 1.4
O 0.2 -1.9 -0.1
O -0.2 1.1 -1.5
H 0.0 0.1 0.2
H 0.0 -0.1 0.2
H 0.0 -0.3 0.2
H 0.0 0.4 -0.1
H 0.0 0.2 0.1
C 0.0 -0.1 0.0
C -0.2 0.1 0.3
C -0.1 0.0 0.1
C 0.4 0.6 -0.6
C 0.0 0.0 -0.2
C 0.0 -0.4 0.0
N 0.0 -1.4 0.3
O -0.6 2.1 0.4
O 0.9 -0.5 -1.0
H -0.1 -0.2 0.2
H -0.2 0.0 0.2
H -0.2 0.2 0.2
H 0.2 -0.3 0.0
H 0.0 -0.2 0.0

highest occupied orbital energy: -11.26 eV
lowest unoccupied orbital energy: -0.16890 Ha
F_max: 4.794 eV Å⁻¹
charge: +1
molecular weight: 755.8 g mol⁻¹